Record 1
Computed, not measured: C5H5N in the gas phase in a non-equilibrium geometry, with ωB97M-V/def2-TZVPD.

Structure (XYZ):
```
11
Properties=species:S:1:pos:R:3:forces:R:3
C -0.199 1.173 0.072 0.1377 -0.2036 -0.0905
H -2.306 0.590 0.421 0.3554 0.1458 -0.3546
N 0.243 -1.547 0.277 0.0469 0.2776 -0.8128
C 1.040 0.600 -0.239 0.3572 0.4145 0.4098
H -0.272 2.259 0.172 -0.2485 -0.3399 -0.4222
H 2.265 -1.056 0.458 -0.2596 -0.1067 -0.3290
H 1.749 1.085 -0.892 0.5503 0.5967 0.7836
H -1.558 -1.664 -0.664 -0.7904 -0.5015 0.9566
C -0.947 -1.037 -0.027 -0.4151 -0.2613 0.2196
C 1.264 -0.700 0.205 0.0505 0.1756 -0.2122
C -1.273 0.303 0.219 0.2155 -0.1973 -0.1484
```
Positions in Å, forces in eV/Å.

The calculation puts the relative energy (zero: lowest compared OMol25 entry of this formula, charge and spin) at 1.468 eV. Its spin multiplicity is 1. Its total charge is 0. The value obtained for the HOMO-LUMO gap is 9.4 eV. The HOMO energy is -8.80 eV.

---

Record 2
Computed, not measured: a molecular structure, C18H45FeO20P3S2 in a non-equilibrium geometry, with ωB97M-V/def2-TZVPD.

Structure (XYZ):
```
89
Properties=species:S:1:pos:R:3:forces:R:3
C 9.595 8.663 7.443 -0.5468 -1.2059 0.0936
O 12.260 8.338 13.070 0.2043 -0.5405 -0.6913
Fe 12.387 12.327 11.587 -0.9094 -1.1089 -0.0340
O 11.631 14.093 11.034 -0.8142 -0.2373 0.5703
C 14.965 16.975 10.751 0.4747 -0.2276 1.4865
H 8.230 12.300 12.768 0.3708 0.3763 0.1380
H 9.036 6.321 15.565 0.1265 0.2200 -0.1858
H 18.706 11.872 11.326 0.9899 -0.0170 0.3378
H 8.643 15.508 8.580 0.0029 -0.4356 0.3717
H 10.353 7.451 10.473 0.9727 -0.1910 -0.1401
S 13.655 10.989 9.646 -2.2346 -0.2443 2.8580
C 8.255 14.631 9.127 -1.2800 0.5669 0.7826
O 8.954 9.920 9.417 1.6989 -0.6835 -1.4243
H 9.503 8.741 6.353 0.8790 0.1146 0.1386
C 14.771 8.962 14.703 1.7050 0.6945 0.7273
H 14.154 14.937 10.559 -0.2637 0.1197 -0.2213
C 16.949 13.064 11.065 -0.4620 -0.7935 -0.0318
H 8.635 8.205 7.659 -0.3950 0.0598 0.4497
H 14.614 13.704 16.891 -0.3109 -0.5047 -0.0289
H 10.734 10.245 8.233 0.8423 0.4684 0.6958
H 12.159 6.909 10.662 -0.8167 0.7153 0.0314
O 13.438 8.797 15.126 -0.9597 -0.2149 0.0512
H 15.814 16.739 10.144 0.5743 0.0207 -0.4490
H 6.412 11.028 13.544 -0.7693 -0.1950 -0.3034
H 16.628 8.031 14.885 0.6140 -0.3358 -0.2419
H 10.839 6.269 11.653 0.3535 0.7080 0.0018
H 17.543 13.944 10.880 -0.1590 0.5464 -0.3271
H 15.242 6.851 14.745 0.6952 0.7339 0.5763
H 13.417 12.973 14.687 0.0836 1.2220 0.5308
H 7.624 10.973 14.807 -0.3277 -0.7725 -1.0243
C 11.257 8.373 12.042 -1.2709 1.9820 0.3183
C 7.368 10.601 13.760 1.3728 0.4874 1.4581
O 8.530 12.296 9.525 -0.7253 -0.7979 0.8128
H 15.296 17.586 11.621 -0.1166 -0.3514 -0.5915
O 16.605 13.105 12.488 -0.3740 -0.1992 -0.0410
O 10.940 9.044 15.003 -0.4169 -1.4711 0.6019
C 14.343 15.710 11.296 0.9908 0.5195 -0.5401
H 17.144 10.974 11.267 1.0204 0.8573 -0.5821
P 15.207 13.765 12.822 0.8579 -0.7454 -0.9063
P 12.261 9.397 14.227 0.3059 -2.3511 1.0041
H 8.562 7.884 15.969 -0.3983 1.1527 0.6760
H 9.185 10.767 7.514 0.3365 -0.3639 0.4375
C 14.009 14.384 16.299 1.0737 0.6433 -0.3126
C 11.202 7.207 11.154 -0.3795 -2.4023 -0.4261
P 9.169 11.137 10.378 -0.6344 -0.1330 -0.0553
H 9.419 11.024 13.208 0.4869 0.0337 -0.1839
H 8.767 7.448 14.281 0.2576 0.3603 -0.2482
H 7.400 9.492 13.717 -0.1485 0.7589 0.0636
H 13.009 14.472 16.632 -0.9084 0.3589 1.0834
C 10.677 7.633 15.371 0.2528 0.3382 -1.2365
S 10.922 14.319 12.378 -1.5601 0.0743 1.3573
C 13.852 13.995 14.886 1.1276 -1.9482 -1.0290
O 12.837 10.085 8.865 0.0877 0.3755 -0.4540
H 11.484 9.262 11.430 -0.2658 -0.2524 0.3046
O 11.179 13.026 13.178 0.6884 0.4456 -1.8300
C 17.776 11.814 10.821 -2.5337 -1.1848 0.7494
H 8.124 14.857 10.197 0.5546 0.2571 -0.2366
H 10.203 8.479 12.493 1.5172 0.1408 -0.2899
H 7.188 14.496 8.830 0.8037 -0.3954 -0.4529
O 10.509 11.428 10.901 0.7412 0.0697 -0.1231
O 13.998 13.054 12.302 1.6575 0.8069 0.8163
O 15.361 15.188 12.198 -0.4825 0.1919 0.2246
O 8.172 10.639 11.478 0.4290 1.1296 1.6784
O 13.350 10.653 11.187 0.1234 0.2814 -1.3646
C 9.706 9.997 8.124 -1.9635 0.0776 -0.3987
H 15.673 7.689 16.284 -0.3389 0.0801 0.8644
O 11.640 15.397 13.041 -0.5010 0.5291 0.0487
C 9.153 13.425 8.997 0.3654 1.5210 -1.1996
C 9.184 7.382 15.279 0.6425 -2.0405 0.3460
H 14.578 15.323 16.329 -0.5658 0.1057 0.1480
H 11.212 6.860 14.758 -0.4202 1.1744 -0.3371
O 15.285 13.858 14.361 -1.0358 0.0605 0.3055
H 10.104 13.633 9.453 0.3562 -0.0541 0.5749
H 11.195 7.483 16.296 -0.5163 0.0879 1.1478
H 15.994 12.997 10.497 0.8038 0.2571 0.0426
H 10.333 7.909 7.800 -0.1572 0.7423 -0.5693
C 8.419 11.244 12.882 -1.5357 -1.1050 -1.3630
O 13.139 12.433 9.686 0.1766 -0.7740 -0.8069
H 17.859 11.571 9.769 0.1737 0.2243 -0.1747
O 12.361 10.805 14.028 0.2758 2.3492 -1.0968
H 13.457 15.968 11.824 -0.7720 -0.2638 0.5884
H 13.356 14.723 14.244 -0.2675 0.0734 0.3418
H 14.866 9.148 13.616 -0.2095 -0.5896 0.3522
O 9.451 14.468 12.260 1.9099 0.1709 -0.3899
H 14.264 17.554 10.215 -0.8529 0.5717 -0.8023
H 9.382 13.273 7.940 -0.1596 -0.4131 -0.1583
O 15.053 10.919 9.417 1.5955 0.0812 -0.5139
C 15.637 7.791 15.225 -1.3468 -0.1217 -2.2567
H 15.194 9.886 15.155 -0.4660 -0.2719 -0.1140
```
Positions in Å, forces in eV/Å.

Its spin multiplicity is 6. Its total charge is -1. The value obtained for the HOMO-LUMO gap (alpha / beta) is 8.9 / 8.8 eV. The HOMO energy (alpha / beta) is -6.43 / -6.37 eV.